Arrangement P

Formula: C3H7NS
Source: the Open Molecules 2025 dataset
Level of theory: the ωB97M-V functional and the def2-TZVPD basis

* highest occupied orbital energy: -8.459 eV
* structure (SMILES): CCNC=S
* frontier orbital gap: 8.81 eV
* M: 89.163 g mol⁻¹

```
12
Properties=species:S:1:pos:R:3:nbo_charge:R:1
C -0.57775 2.22651 -1.57358 -0.702
C -1.21702 1.06184 -0.69030 -0.231
N -0.25035 -0.00453 -0.74910 -0.631
C 0.00210 -0.58050 0.56503 -0.083
S 1.08310 -1.62434 1.32811 -0.098
H -0.48222 2.14914 -2.85871 0.250
H 0.41914 2.41367 -0.80984 0.234
H -1.01734 3.41077 -1.69259 0.241
H -2.28072 0.76217 -0.89523 0.203
H -1.30883 1.30251 0.50926 0.200
H 0.54682 -0.05044 -1.46381 0.430
H -0.69806 -0.21381 1.39787 0.188
```



Arrangement Q

Formula: C3H7NS
Source: the Open Molecules 2025 dataset
Level of theory: the ωB97M-V functional and the def2-TZVPD basis

* highest occupied orbital energy: -8.328 eV
* structure (SMILES): C/C=N/SC
* frontier orbital gap: 9.31 eV
* M: 89.163 g mol⁻¹

```
12
Properties=species:S:1:pos:R:3:nbo_charge:R:1
C -2.64420 0.32161 -0.00575 -0.691
C -1.31229 -0.17258 0.33865 0.129
N -0.40053 0.03887 -0.51007 -0.560
S 1.10738 -0.66429 -0.03507 0.310
C 2.04155 0.91544 0.14170 -0.740
H -2.56888 1.39849 -0.42319 0.235
H -3.00646 -0.30250 -0.89837 0.251
H -3.21683 0.38129 0.94103 0.222
H -1.33228 -0.96798 1.21440 0.165
H 1.79742 1.46006 -0.75647 0.232
H 3.13003 0.63308 0.08045 0.229
H 1.77216 1.36728 1.12621 0.219
```



arrangement Q has the most favorable energy; the next structure is 1.908 eV above.



Arrangement P

Formula: C5H15N3
Source: the Open Molecules 2025 dataset
Level of theory: the ωB97M-V functional and the def2-TZVPD basis

* charge: +2
* highest occupied orbital energy: -17.812 eV
* structure (SMILES): [NH2+]=CNCCCC[NH3+]
* frontier orbital gap: 11.50 eV
* M: 117.196 g mol⁻¹

```
23
Properties=species:S:1:pos:R:3:nbo_charge:R:1
N -3.70952 2.52837 0.79879 -0.713
C -2.68105 1.66198 0.99446 0.414
N -1.48536 1.66052 0.37771 -0.513
C -0.47403 0.64538 0.77112 -0.234
C -0.08995 -0.25117 -0.38533 -0.431
C 1.43740 -0.30341 -0.25028 -0.437
C 1.85701 -1.36668 -1.24826 -0.185
N 2.76501 -2.48049 -0.53215 -0.683
H -4.37440 2.67732 1.52772 0.447
H -3.72230 3.20057 0.04477 0.435
H -2.70752 0.84550 1.63271 0.218
H -1.23415 2.35370 -0.36797 0.441
H -0.79717 -0.10476 1.57972 0.246
H 0.28827 1.34912 1.16126 0.235
H -0.55913 0.02464 -1.35926 0.253
H -0.48350 -1.28620 -0.14469 0.223
H 1.78754 -0.59279 0.76434 0.219
H 2.00145 0.58222 -0.51250 0.251
H 2.33819 -0.99974 -2.09154 0.242
H 0.96489 -1.91423 -1.63995 0.228
H 2.21127 -3.34718 -0.38519 0.455
H 3.16560 -2.08848 0.33550 0.447
H 3.50146 -2.79417 -1.07100 0.440
```



Arrangement Q

Formula: C5H15N3
Source: the Open Molecules 2025 dataset
Level of theory: the ωB97M-V functional and the def2-TZVPD basis

* charge: +2
* highest occupied orbital energy: -16.618 eV
* structure (SMILES): C[C@@H]([NH3+])C/C(N)=C/[NH3+]
* frontier orbital gap: 10.26 eV
* M: 117.196 g mol⁻¹

```
23
Properties=species:S:1:pos:R:3:nbo_charge:R:1
C -0.29070 0.60736 -2.17733 -0.643
C 0.59750 0.84273 -0.97563 -0.022
N 1.36063 2.14416 -1.19454 -0.673
C -0.11357 0.85748 0.36791 -0.468
C -0.50234 -0.47244 0.94841 0.243
N -1.78368 -0.53114 1.39908 -0.789
C 0.36897 -1.47350 1.09763 -0.223
N -0.07054 -2.73202 1.70708 -0.674
H -1.05177 1.38027 -2.29549 0.235
H 0.26608 0.70518 -3.10848 0.245
H -0.71789 -0.38149 -2.12267 0.258
H 1.37354 0.11745 -1.00768 0.220
H 1.80972 2.46976 -0.33360 0.448
H 0.78631 2.89405 -1.56609 0.449
H 2.11676 2.06511 -1.88487 0.458
H -0.93563 1.57087 0.31324 0.249
H 0.51308 1.37454 1.11262 0.252
H -2.46136 0.20484 1.26648 0.426
H -2.09558 -1.07506 2.18846 0.405
H 1.36975 -1.39060 0.70795 0.239
H 0.64692 -3.46063 1.65754 0.468
H -0.89132 -3.07896 1.20285 0.452
H -0.29486 -2.63795 2.69715 0.446
```



arrangement Q has the most favorable energy; the next structure is 0.265 eV above.



Arrangement P

Formula: C2H3FSi
Source: the Open Molecules 2025 dataset
Level of theory: the ωB97M-V functional and the def2-TZVPD basis

* highest occupied orbital energy: -9.692 eV
* frontier orbital gap: 8.76 eV
* M: 74.130 g mol⁻¹

```
7
Properties=species:S:1:pos:R:3:nbo_charge:R:1
C 0.17866 -2.20657 -0.58981 -0.123
C -0.49447 -1.20076 -0.55334 -0.664
F -2.95734 0.01690 -0.51659 -0.691
Si -1.33817 0.45067 -0.38395 1.252
H 0.86298 -2.95845 -0.81760 0.227
H 2.29670 2.97733 1.40358 0.000
H 1.45165 2.92087 1.45771 -0.001
```



Arrangement Q

Formula: C2H3FSi
Source: the Open Molecules 2025 dataset
Level of theory: the ωB97M-V functional and the def2-TZVPD basis

* highest occupied orbital energy: -10.443 eV
* frontier orbital gap: 9.36 eV
* M: 74.130 g mol⁻¹

```
7
Properties=species:S:1:pos:R:3:nbo_charge:R:1
C 0.64600 0.12738 0.94440 -0.520
C 0.37309 0.73179 -0.16341 -0.005
F 1.27668 2.18612 -1.03697 -0.512
Si -0.72463 -0.77351 -0.27131 1.100
H 1.40614 0.19255 1.71552 0.262
H -0.80109 -2.03463 -0.92505 -0.156
H -2.17620 -0.42970 -0.26317 -0.168
```



arrangement P has the most favorable energy; the next structure is 3.019 eV above.



Arrangement P

Formula: CH5N3O
Source: the Open Molecules 2025 dataset
Level of theory: the ωB97M-V functional and the def2-TZVPD basis

* highest occupied orbital energy: -9.322 eV
* structure (SMILES): [H]/N=N/NCO
* frontier orbital gap: 10.31 eV
* M: 75.071 g mol⁻¹

```
10
Properties=species:S:1:pos:R:3:nbo_charge:R:1
H -2.56633 -0.06377 -1.43414 0.330
N -1.76404 0.05600 -0.80438 -0.457
N -0.90980 -0.82321 -0.99147 0.023
N 0.14719 -0.69732 -0.14941 -0.462
C 0.58592 0.58027 0.33306 0.070
O 1.62190 0.29669 1.24579 -0.706
H 0.90601 -1.30772 -0.42961 0.380
H -0.21651 1.11052 0.85286 0.185
H 0.97917 1.17397 -0.49589 0.168
H 1.21648 -0.32543 1.87318 0.469
```



Arrangement Q

Formula: CH5N3O
Source: the Open Molecules 2025 dataset
Level of theory: the ωB97M-V functional and the def2-TZVPD basis

* highest occupied orbital energy: -8.184 eV
* frontier orbital gap: 9.26 eV
* M: 75.071 g mol⁻¹

```
10
Properties=species:S:1:pos:R:3:nbo_charge:R:1
C -0.23153 0.52405 -0.04551 0.170
H 2.45653 -1.06245 -0.17441 0.359
H 2.37614 0.55900 -0.30850 0.338
H 0.14447 1.59880 0.13565 0.153
H -2.18524 1.04972 -0.37247 0.364
H -1.35317 -1.54326 0.50516 0.478
N 1.95446 -0.27296 0.15045 -0.647
N 0.57885 -0.47679 -0.04100 -0.348
N -1.59758 0.41987 0.21896 -0.312
O -2.14291 -0.79599 -0.06833 -0.554
```



arrangement P has the most favorable energy; the next structure is 2.102 eV above.



Arrangement P

Formula: CH5N3O
Source: the Open Molecules 2025 dataset
Level of theory: the ωB97M-V functional and the def2-TZVPD basis

* highest occupied orbital energy: -9.414 eV
* structure (SMILES): NNC(N)=O
* frontier orbital gap: 10.09 eV
* M: 75.071 g mol⁻¹

```
10
Properties=species:S:1:pos:R:3:nbo_charge:R:1
N -0.81060 0.96163 1.41791 -0.710
N -0.03815 1.03671 0.14456 -0.526
C 0.26931 -0.26297 -0.56199 0.779
N 0.15948 -1.39652 0.23130 -0.885
O 0.62247 -0.24451 -1.68659 -0.598
H -0.13030 1.33997 2.23227 0.383
H -1.29053 -0.03176 1.48379 0.351
H -0.57367 1.74763 -0.54972 0.387
H -0.23232 -1.37727 1.23812 0.396
H 0.45610 -2.35741 -0.09621 0.423
```



Arrangement Q

Formula: CH5N3O
Source: the Open Molecules 2025 dataset
Level of theory: the ωB97M-V functional and the def2-TZVPD basis

* highest occupied orbital energy: -8.950 eV
* structure (SMILES): C/N=N\NO
* frontier orbital gap: 9.82 eV
* M: 75.071 g mol⁻¹

```
10
Properties=species:S:1:pos:R:3:nbo_charge:R:1
C 0.15769 -1.03643 -1.12667 -0.505
N -0.63714 -1.20268 0.09213 -0.202
N -0.82962 -0.24193 0.86891 0.020
N 0.02787 0.80140 0.77213 -0.226
O -0.11007 1.79592 1.76981 -0.538
H 1.22851 -1.02349 -0.90111 0.189
H -0.11964 -0.12990 -1.67484 0.213
H -0.02904 -1.88886 -1.78716 0.217
H 0.99464 0.49230 0.67986 0.356
H -0.68319 2.43366 1.30694 0.475
```



Arrangement R

Formula: CH5N3O
Source: the Open Molecules 2025 dataset
Level of theory: the ωB97M-V functional and the def2-TZVPD basis

* highest occupied orbital energy (spin up / spin down): -7.223 / -8.271 eV
* frontier orbital gap (spin up / spin down): 7.92 / 8.16 eV
* M: 75.071 g mol⁻¹

```
10
Properties=species:S:1:pos:R:3:nbo_charge:R:1
C -0.19526 0.93204 -0.09095 -0.480
N 3.30887 0.61648 -0.28373 0.143
N 1.00053 -1.02485 0.04984 -0.524
N 0.34940 -0.21628 -0.74480 -0.232
O 3.00422 -0.32322 0.35602 -0.232
H -0.73316 1.50931 -0.83804 0.216
H -0.87882 0.65649 0.72490 0.177
H 0.59446 1.55986 0.33688 0.195
H 1.29738 -1.89421 -0.37198 0.385
H 0.86661 -1.01303 1.06334 0.352
```



arrangement P has the most favorable energy; the next structure is 2.420 eV above.



Arrangement P

Formula: CH5N3O
Source: the Open Molecules 2025 dataset
Level of theory: the ωB97M-V functional and the def2-TZVPD basis

* highest occupied orbital energy: -7.983 eV
* frontier orbital gap: 7.72 eV
* M: 75.071 g mol⁻¹

```
10
Properties=species:S:1:pos:R:3:nbo_charge:R:1
N -0.76523 -0.41805 -0.06157 0.102
N 0.24579 0.14978 0.46994 -0.423
N -1.94952 -0.10816 0.40021 -0.557
C 1.67853 0.06207 -0.74191 0.245
O 2.68151 -0.44686 -0.27380 -0.678
H 1.63241 1.13848 -0.99964 0.093
H 0.32156 0.14393 1.49962 0.356
H -2.06566 0.48804 1.21605 0.372
H -2.75164 -0.48163 -0.08065 0.401
H 0.97224 -0.52760 -1.42825 0.090
```



Arrangement Q

Formula: CH5N3O
Source: the Open Molecules 2025 dataset
Level of theory: the ωB97M-V functional and the def2-TZVPD basis

* highest occupied orbital energy: -9.859 eV
* structure (SMILES): NNC(N)=O
* frontier orbital gap: 10.65 eV
* M: 75.071 g mol⁻¹

```
10
Properties=species:S:1:pos:R:3:nbo_charge:R:1
N -0.51822 -1.74512 0.13083 -0.635
N -0.40587 -0.38083 0.28239 -0.494
C 0.43317 0.35352 -0.54130 0.765
N 0.58263 1.67010 -0.16718 -0.864
O 0.92057 -0.04310 -1.57435 -0.628
H -1.49171 -2.04532 -0.03904 0.358
H -0.06352 -2.23503 0.90063 0.350
H -0.75053 0.04426 1.14575 0.355
H 0.16794 2.12359 0.64656 0.385
H 1.12553 2.25793 -0.78429 0.409
```



arrangement Q has the most favorable energy; the next structure is 3.877 eV above.



Arrangement P

Formula: C3H3NO2S
Source: the Open Molecules 2025 dataset
Level of theory: the ωB97M-V functional and the def2-TZVPD basis

* highest occupied orbital energy: -10.091 eV
* structure (SMILES): Oc1nocc1S
* frontier orbital gap: 10.53 eV
* M: 117.129 g mol⁻¹

```
10
Properties=species:S:1:pos:R:3:nbo_charge:R:1
O -0.32721 2.04154 0.00175 -0.631
C -0.63298 0.75437 0.00680 0.433
N -1.87072 0.34851 0.00579 -0.172
O -1.80245 -1.03893 0.00758 -0.272
C -0.52191 -1.42198 -0.00351 0.177
C 0.29304 -0.34632 -0.00241 -0.403
S 2.04752 -0.23565 -0.07799 0.025
H 0.60416 2.12666 -0.06034 0.492
H -0.36123 -2.50621 -0.02562 0.221
H 2.30016 -0.22696 1.21334 0.130
```



Arrangement Q

Formula: C3H3NO2S
Source: the Open Molecules 2025 dataset
Level of theory: the ωB97M-V functional and the def2-TZVPD basis

* highest occupied orbital energy: -10.879 eV
* structure (SMILES): O=S1(=O)C=CC=N1
* frontier orbital gap: 10.09 eV
* M: 117.129 g mol⁻¹

```
10
Properties=species:S:1:pos:R:3:nbo_charge:R:1
O -1.34153 -1.24252 1.73047 -0.883
S -1.06568 -0.67724 0.48274 2.200
O -2.19827 -0.46389 -0.34173 -0.917
C -0.10521 0.86668 0.74784 -0.400
C 0.87253 0.83510 -0.14187 -0.249
C 0.88237 -0.35715 -0.99380 0.060
N 0.08963 -1.27366 -0.77189 -0.524
H -0.39983 1.49332 1.52362 0.250
H 1.74607 1.46653 -0.40019 0.239
H 1.51992 -0.64717 -1.83519 0.223
```



arrangement P has the most favorable energy; the next structure is 1.075 eV above.



Arrangement P

Formula: C3H3NO2S
Source: the Open Molecules 2025 dataset
Level of theory: the ωB97M-V functional and the def2-TZVPD basis

* highest occupied orbital energy: -9.395 eV
* frontier orbital gap: 9.13 eV
* M: 117.129 g mol⁻¹

```
10
Properties=species:S:1:pos:R:3:nbo_charge:R:1
C 0.20460 -1.54867 -1.60919 -0.277
C 0.29878 1.53123 1.30486 0.655
C -0.38431 -0.46665 -1.72641 -0.130
N -0.05652 -0.87678 1.34397 -0.476
O -0.46938 0.53686 1.61968 -0.436
O 1.06871 1.73115 0.41092 -0.594
S -0.89119 -1.56821 0.24967 0.590
H 0.74639 -2.36346 -1.91792 0.257
H 0.23041 2.37995 2.11185 0.100
H -0.74749 0.64457 -1.78744 0.312
```



Arrangement Q

Formula: C3H3NO2S
Source: the Open Molecules 2025 dataset
Level of theory: the ωB97M-V functional and the def2-TZVPD basis

* highest occupied orbital energy: -8.435 eV
* structure (SMILES): Oc1cnc(S)o1
* frontier orbital gap: 8.77 eV
* M: 117.129 g mol⁻¹

```
10
Properties=species:S:1:pos:R:3:nbo_charge:R:1
O 2.53166 -0.93314 -0.09514 -0.665
C 1.53323 -0.04568 -0.01604 0.504
C 1.23270 1.27374 0.00366 -0.167
N -0.08432 1.46387 -0.02821 -0.478
C -0.57400 0.23777 0.14992 0.389
S -2.30016 -0.42836 -0.10640 0.006
O 0.33374 -0.70917 0.34530 -0.455
H 2.21289 -1.80954 -0.65646 0.508
H 1.91872 2.00318 -0.33780 0.216
H -2.81374 0.75667 0.06758 0.143
```



Arrangement R

Formula: C3H3NO2S
Source: the Open Molecules 2025 dataset
Level of theory: the ωB97M-V functional and the def2-TZVPD basis

* highest occupied orbital energy (spin up / spin down): -8.996 / -8.996 eV
* frontier orbital gap (spin up / spin down): 8.17 / 8.17 eV
* M: 117.129 g mol⁻¹

```
10
Properties=species:S:1:pos:R:3:nbo_charge:R:1
C -0.05820 -0.32136 0.08221 -0.409
C -1.23260 -0.56392 -0.76848 0.390
C 0.80049 0.59684 -0.03633 -0.010
N 0.35724 1.42332 -2.01248 -0.030
O 0.44635 2.59854 -2.07244 -0.287
O -2.23703 0.06730 -0.79687 -0.501
S 0.03163 0.30614 -2.96991 0.263
H 0.21944 -1.02167 0.81372 0.252
H -1.15227 -1.56835 -1.09578 0.111
H 1.65726 0.87297 0.61380 0.220
```



arrangement Q has the most favorable energy; the next structure is 4.445 eV above.